55
Properties=species:S:1:pos:R:3 method="wB97M-V/def2-TZVPD" e_homo_ev=-8.9431 e_above_lowest_kcal_mol=22.3 gap_ev=9.497 total_charge=0
C 3.417 -0.574 0.072
C 2.432 0.152 -0.790
C 2.295 1.532 -0.683
C 1.399 2.219 -1.475
C 0.602 1.543 -2.393
C -0.364 2.321 -3.250
N -1.407 2.932 -2.448
C -1.305 4.203 -2.003
O -0.458 4.975 -2.407
C -2.353 4.660 -0.996
C -3.166 3.576 -0.287
C -2.352 2.442 0.283
C -1.124 2.658 0.900
C -0.405 1.598 1.426
C -0.917 0.320 1.340
S -0.075 -1.069 2.077
O 1.254 -0.668 2.458
O -0.930 -1.635 3.078
N -0.012 -2.123 0.778
C -0.298 -3.516 1.058
C 0.743 -4.213 1.945
C 0.280 -5.635 2.253
C 2.119 -4.225 1.285
C -2.135 0.081 0.735
C -2.845 1.140 0.204
C 0.715 0.165 -2.486
C 1.626 -0.520 -1.700
H 3.632 -1.565 -0.323
H 3.010 -0.670 1.080
H 4.349 -0.017 0.142
H 2.914 2.070 0.020
H 1.321 3.294 -1.402
H -0.827 1.674 -3.999
H 0.158 3.141 -3.752
H -2.038 2.295 -1.989
H -1.825 5.283 -0.272
H -3.035 5.326 -1.531
H -3.918 3.170 -0.969
H -3.712 4.051 0.534
H -0.725 3.657 0.974
H 0.548 1.745 1.908
H 0.855 -1.985 0.280
H -0.396 -4.037 0.100
H -1.263 -3.524 1.569
H 0.804 -3.644 2.879
H -0.692 -5.623 2.740
H 0.201 -6.216 1.336
H 0.988 -6.129 2.913
H 2.067 -4.681 0.297
H 2.819 -4.798 1.889
H 2.510 -3.215 1.191
H -2.509 -0.929 0.692
H -3.800 0.959 -0.270
H 0.103 -0.378 -3.192
H 1.724 -1.591 -1.818